# 1
Density functional theory data (ωB97M-V/def2-TZVPD) for a cluster of 9 separate species, C39H48F24O21 in total in a non-equilibrium geometry.

Results
Calculated total energy ... -5491.78501 a.u.
LUMO energy ... 0.200 eV
HOMO-LUMO gap ... 10.931 eV
F_max ... 0.0643 hartree/bohr
Molar mass ... 1308.74 g mol⁻¹
SMILES ... FC(F)C(F)(F)COC(F)(F)C(F)F.FC(F)C(F)(F)COC(F)(F)C(F)F.FC(F)C(F)(F)COC(F)(F)C(F)F.C[C@H]1COC(=O)O1.C[C@H]1COC(=O)O1.C[C@H]1COC(=O)O1.C[C@H]1COC(=O)O1.C[C@H]1COC(=O)O1.C[C@H]1COC(=O)O1

The geometry in ORCA input format:
```
! wB97M-V def2-TZVPD RIJCOSX def2/J DEFGRID3
* xyz 0 1
F -0.015 9.248 7.393
C 0.287 7.943 7.647
F -0.655 7.472 8.500
C 0.342 7.117 6.401
F 0.785 5.877 6.785
F 1.278 7.595 5.544
C -0.986 6.916 5.706
O -0.790 6.192 4.507
C -1.980 6.037 3.775
F -2.848 5.365 4.545
F -2.488 7.254 3.516
C -1.710 5.252 2.472
F -2.799 5.367 1.689
F -0.621 5.772 1.852
H 1.260 7.927 8.151
H -1.413 7.890 5.455
H -1.637 6.394 6.408
H -1.558 4.182 2.634
F 2.406 -6.932 -3.660
C 2.868 -6.536 -2.465
F 2.045 -6.971 -1.476
C 4.304 -7.022 -2.186
F 4.234 -8.388 -1.969
F 4.722 -6.539 -0.990
C 5.321 -6.690 -3.273
O 5.171 -5.317 -3.579
C 6.289 -4.491 -3.540
F 6.941 -4.739 -2.381
F 7.089 -4.848 -4.551
C 5.789 -3.031 -3.634
F 4.714 -2.662 -2.904
F 6.808 -2.190 -3.407
H 2.860 -5.446 -2.377
H 5.119 -7.221 -4.206
H 6.319 -7.012 -2.975
H 5.419 -2.950 -4.664
F -0.465 -0.096 1.625
C -0.897 0.992 0.953
F -0.570 2.078 1.717
C -0.264 1.127 -0.461
F -0.852 2.253 -0.956
F -0.684 0.086 -1.210
C 1.224 1.295 -0.403
O 1.792 1.475 -1.697
C 2.966 0.748 -1.920
F 3.922 1.240 -1.152
F 2.762 -0.550 -1.559
C 3.129 0.760 -3.437
F 4.066 -0.165 -3.839
F 1.998 0.508 -4.094
H -1.987 1.020 0.906
H 1.781 0.657 0.284
H 1.381 2.256 0.100
H 3.637 1.678 -3.753
C -7.339 -1.849 -0.836
C -6.443 -2.135 0.377
C -5.550 -3.372 0.168
O -4.279 -2.898 0.569
C -4.297 -1.555 0.739
O -3.342 -0.942 1.110
O -5.529 -1.059 0.567
H -8.284 -1.429 -0.487
H -7.531 -2.728 -1.444
H -6.873 -1.036 -1.390
H -7.146 -2.286 1.196
H -5.498 -3.668 -0.883
H -6.017 -4.207 0.690
C -3.633 -1.507 4.607
C -3.084 -0.206 5.199
C -2.270 0.644 4.247
O -2.859 1.911 4.226
C -4.042 1.849 4.858
O -4.838 2.739 4.853
O -4.262 0.630 5.372
H -4.579 -1.285 4.123
H -3.744 -2.318 5.325
H -2.854 -1.855 3.922
H -2.670 -0.427 6.184
H -2.204 0.160 3.269
H -1.218 0.575 4.541
C -2.662 -2.398 -2.850
C -3.499 -2.220 -4.097
C -3.961 -3.517 -4.840
O -5.342 -3.316 -4.980
C -5.759 -2.280 -4.196
O -6.901 -2.069 -3.927
O -4.740 -1.631 -3.667
H -3.026 -3.290 -2.333
H -2.772 -1.627 -2.088
H -1.619 -2.568 -3.116
H -3.025 -1.516 -4.783
H -3.708 -4.429 -4.295
H -3.337 -3.536 -5.735
C -0.630 3.041 -4.578
C -0.993 2.454 -5.911
C -2.455 2.578 -6.381
O -2.344 2.876 -7.755
C -1.096 3.200 -8.050
O -0.586 3.342 -9.116
O -0.363 3.297 -6.900
H -1.071 2.483 -3.750
H -0.972 4.077 -4.532
H 0.444 3.061 -4.398
H -0.568 1.448 -5.964
H -3.005 3.294 -5.766
H -2.994 1.643 -6.223
C 0.734 -3.706 1.917
C 0.199 -3.166 0.602
C 1.140 -3.078 -0.645
O 0.659 -4.167 -1.413
C -0.590 -4.487 -1.084
O -1.340 -5.073 -1.809
O -0.898 -3.991 0.118
H 1.812 -3.694 2.103
H 0.536 -4.777 2.001
H 0.293 -3.175 2.759
H -0.327 -2.242 0.836
H 2.094 -3.288 -0.162
H 1.118 -2.166 -1.231
C 7.378 4.056 4.086
C 7.035 2.869 3.200
C 6.779 1.505 3.859
O 5.774 0.949 3.056
C 5.096 1.921 2.440
O 4.051 1.764 1.897
O 5.798 3.082 2.492
H 6.557 4.176 4.800
H 7.365 5.024 3.583
H 8.329 3.996 4.610
H 7.796 2.791 2.419
H 6.482 1.637 4.904
H 7.692 0.918 3.944
*
```

These are the Mulliken partial charges, in e, on atoms 1 to 99: atom 1 (F): -0.260, atom 2 (C): 0.069, atom 3 (F): -0.259, atom 4 (C): 1.139, atom 5 (F): -0.303, atom 6 (F): -0.296, atom 7 (C): -1.103, atom 8 (O): -0.382, atom 9 (C): 0.844, atom 10 (F): -0.274, atom 11 (F): -0.316, atom 12 (C): 0.818, atom 13 (F): -0.287, atom 14 (F): -0.265, atom 15 (H): 0.269, atom 16 (H): 0.434, atom 17 (H): 0.351, atom 18 (H): -0.186, atom 19 (F): -0.301, atom 20 (C): 0.388, atom 21 (F): -0.257, atom 22 (C): 1.055, atom 23 (F): -0.347, atom 24 (F): -0.284, atom 25 (C): -0.962, atom 26 (O): -0.364, atom 27 (C): 0.798, atom 28 (F): -0.292, atom 29 (F): -0.294, atom 30 (C): 0.241, atom 31 (F): -0.188, atom 32 (F): -0.268, atom 33 (H): 0.058, atom 34 (H): 0.391, atom 35 (H): 0.428, atom 36 (H): 0.179, atom 37 (F): -0.108, atom 38 (C): -0.242, atom 39 (F): -0.264, atom 40 (C): 1.210, atom 41 (F): -0.331, atom 42 (F): -0.122, atom 43 (C): -1.451, atom 44 (O): -0.248, atom 45 (C): 0.772, atom 46 (F): -0.274, atom 47 (F): -0.086, atom 48 (C): 0.057, atom 49 (F): -0.228, atom 50 (F): -0.192, atom 51 (H): 0.416, atom 52 (H): 0.614, atom 53 (H): 0.357, atom 54 (H): 0.230, atom 55 (C): -1.449, atom 56 (C): 0.617, atom 57 (C): -0.508, atom 58 (O): -0.263, atom 59 (C): 0.539, atom 60 (O): -0.480, atom 61 (O): -0.401, atom 62 (H): 0.415, atom 63 (H): 0.320, atom 64 (H): 0.322, atom 65 (H): 0.290, atom 66 (H): 0.206, atom 67 (H): 0.338, atom 68 (C): -1.036, atom 69 (C): 0.509, atom 70 (C): 0.364, atom 71 (O): -0.184, atom 72 (C): 0.519, atom 73 (O): -0.536, atom 74 (O): -0.443, atom 75 (H): 0.309, atom 76 (H): 0.385, atom 77 (H): 0.074, atom 78 (H): 0.299, atom 79 (H): -0.551, atom 80 (H): 0.327, atom 81 (C): -1.142, atom 82 (C): 0.289, atom 83 (C): -0.372, atom 84 (O): -0.365, atom 85 (C): 0.600, atom 86 (O): -0.555, atom 87 (O): -0.328, atom 88 (H): 0.261, atom 89 (H): 0.206, atom 90 (H): 0.435, atom 91 (H): 0.318, atom 92 (H): 0.257, atom 93 (H): 0.364, atom 94 (C): -1.523, atom 95 (C): 0.574, atom 96 (C): -0.263, atom 97 (O): -0.331, atom 98 (C): 0.628, atom 99 (O): -0.533


# 2
Density functional theory data (ωB97M-V/def2-TZVPD) for a structure of composition C39H48N2O5PS6V in a non-equilibrium geometry.

Results
Calculated total energy ... -5674.98505 a.u.
LUMO energy (alpha / beta) ... -2.515 / -2.514 eV
HOMO-LUMO gap (alpha / beta) ... 6.627 / 7.178 eV
F_max ... 0.0347 hartree/bohr
Molar mass ... 899.14 g mol⁻¹

The geometry in ORCA input format:
```
! wB97M-V def2-TZVPD RIJCOSX def2/J DEFGRID3
* xyz 1 4
V 0.736 -0.155 0.356
C -1.766 3.651 -1.327
C -1.201 3.654 -2.749
S 0.330 2.686 -2.861
C 0.091 1.757 -4.406
C -1.177 0.920 -4.619
S -1.620 -0.288 -3.322
C -3.309 0.256 -2.939
C -3.937 -0.628 -1.861
S -2.987 -0.877 -0.315
C -3.553 0.496 0.739
C -3.322 1.883 0.151
S -1.669 1.986 -0.591
H -2.816 3.944 -1.355
H -1.227 4.341 -0.674
H -1.015 4.674 -3.081
H -1.911 3.190 -3.431
H 0.970 1.113 -4.425
H 0.167 2.463 -5.234
H -1.019 0.350 -5.533
H -2.054 1.547 -4.776
H -3.908 0.189 -3.849
H -3.261 1.292 -2.611
H -4.093 -1.633 -2.252
H -4.911 -0.231 -1.567
H -2.985 0.359 1.659
H -4.610 0.344 0.953
H -3.415 2.648 0.926
H -4.057 2.090 -0.628
O 0.197 -1.796 3.764
S 0.579 -0.754 2.858
O 1.629 -1.166 1.874
O -0.537 -0.175 2.062
C 1.353 0.539 3.772
C 1.465 0.409 5.150
C 2.170 1.366 5.858
C 2.756 2.431 5.184
C 2.627 2.555 3.811
C 1.926 1.605 3.075
P 1.672 1.823 1.254
C 0.817 3.445 1.429
C 1.369 4.679 1.105
C 0.662 5.852 1.358
C -0.587 5.800 1.952
C -1.131 4.569 2.310
C -0.437 3.402 2.046
C 3.349 2.217 0.656
C 4.472 1.662 1.268
C 5.740 1.921 0.767
C 5.897 2.725 -0.354
C 4.780 3.241 -0.997
C 3.511 2.980 -0.503
H 1.010 -0.445 5.637
H 2.266 1.282 6.932
H 3.324 3.170 5.736
H 3.075 3.399 3.299
H 2.354 4.742 0.664
H 1.097 6.808 1.093
H -1.134 6.713 2.150
H -2.099 4.529 2.797
H -0.851 2.445 2.338
H 4.356 1.016 2.129
H 6.609 1.491 1.251
H 6.889 2.934 -0.738
H 4.896 3.833 -1.897
H 2.640 3.343 -1.037
C -0.935 -4.975 0.839
C -0.722 -3.450 1.010
N 0.149 -2.924 -0.055
C 1.467 -3.566 0.014
C 1.327 -5.100 -0.141
N -0.128 -5.414 -0.350
C -0.630 -4.720 -1.583
C -0.467 -3.197 -1.361
H -1.974 -5.230 0.641
H -0.595 -5.540 1.704
H -0.279 -3.250 1.976
H -1.676 -2.930 0.964
H 1.922 -3.318 0.966
H 2.091 -3.149 -0.774
H 1.657 -5.637 0.746
H 1.872 -5.483 -1.001
H -0.232 -6.417 -0.466
H -1.668 -5.010 -1.725
H -0.048 -5.082 -2.429
H -1.434 -2.703 -1.393
H 0.152 -2.749 -2.132
O 7.512 -3.021 -4.152
C 7.238 -1.799 -3.639
O 8.095 -0.965 -3.599
C 5.849 -1.573 -3.129
C 5.667 -0.606 -2.148
C 4.405 -0.320 -1.660
C 3.279 -0.971 -2.167
S 1.627 -0.549 -1.702
C 3.465 -1.945 -3.152
C 4.736 -2.245 -3.624
H 6.757 -3.609 -4.048
H 6.536 -0.073 -1.780
H 4.273 0.423 -0.890
H 2.598 -2.442 -3.574
H 4.837 -2.976 -4.420
*
```

These are the Mulliken partial charges, in e, on atoms 1 to 99: atom 1 (V): 1.003, atom 2 (C): -0.956, atom 3 (C): -0.974, atom 4 (S): 0.215, atom 5 (C): -0.906, atom 6 (C): -1.193, atom 7 (S): 0.325, atom 8 (C): -0.490, atom 9 (C): -1.454, atom 10 (S): 0.182, atom 11 (C): -1.056, atom 12 (C): -1.166, atom 13 (S): 0.319, atom 14 (H): 0.610, atom 15 (H): 0.123, atom 16 (H): 0.520, atom 17 (H): 0.344, atom 18 (H): 0.259, atom 19 (H): 0.620, atom 20 (H): 0.569, atom 21 (H): 0.477, atom 22 (H): 0.656, atom 23 (H): 0.019, atom 24 (H): 0.474, atom 25 (H): 0.577, atom 26 (H): 0.151, atom 27 (H): 0.677, atom 28 (H): 0.578, atom 29 (H): 0.544, atom 30 (O): -0.768, atom 31 (S): 1.598, atom 32 (O): -0.721, atom 33 (O): -0.540, atom 34 (C): 0.220, atom 35 (C): -0.436, atom 36 (C): -0.753, atom 37 (C): -0.799, atom 38 (C): -0.470, atom 39 (C): -1.507, atom 40 (P): 3.568, atom 41 (C): 0.784, atom 42 (C): -0.461, atom 43 (C): -0.698, atom 44 (C): -0.789, atom 45 (C): -0.488, atom 46 (C): -0.865, atom 47 (C): -0.063, atom 48 (C): -0.798, atom 49 (C): -0.879, atom 50 (C): -0.700, atom 51 (C): -1.000, atom 52 (C): 0.101, atom 53 (H): 0.605, atom 54 (H): 0.419, atom 55 (H): 0.441, atom 56 (H): 0.505, atom 57 (H): 0.537, atom 58 (H): 0.467, atom 59 (H): 0.387, atom 60 (H): 0.468, atom 61 (H): 0.279, atom 62 (H): 0.485, atom 63 (H): 0.433, atom 64 (H): 0.454, atom 65 (H): 0.467, atom 66 (H): 0.351, atom 67 (C): -0.967, atom 68 (C): -0.190, atom 69 (N): 0.752, atom 70 (C): -0.265, atom 71 (C): -0.790, atom 72 (N): -0.015, atom 73 (C): -0.976, atom 74 (C): 0.559, atom 75 (H): 0.333, atom 76 (H): 0.350, atom 77 (H): 0.338, atom 78 (H): 0.063, atom 79 (H): 0.372, atom 80 (H): 0.090, atom 81 (H): 0.293, atom 82 (H): 0.322, atom 83 (H): 0.289, atom 84 (H): 0.400, atom 85 (H): 0.292, atom 86 (H): -0.704, atom 87 (H): 0.233, atom 88 (O): -0.473, atom 89 (C): 0.562, atom 90 (O): -0.536, atom 91 (C): 0.575, atom 92 (C): -0.715, atom 93 (C): 0.083, atom 94 (C): -0.123, atom 95 (S): 0.086, atom 96 (C): -0.900, atom 97 (C): -1.025, atom 98 (H): 0.292, atom 99 (H): 0.481


# 3
Density functional theory data (ωB97M-V/def2-TZVPD) for a cluster of 4 separate species, C39H48N5OS2 in total in a non-equilibrium geometry.

Results
Calculated total energy ... -2659.84213 a.u.
LUMO energy ... -3.452 eV
HOMO-LUMO gap ... 7.001 eV
F_max ... 0.0888 hartree/bohr
Molar mass ... 666.98 g mol⁻¹

The geometry in ORCA input format:
```
! wB97M-V def2-TZVPD RIJCOSX def2/J DEFGRID3
* xyz 1 1
C 1.610 2.009 5.475
C 1.932 0.908 5.094
C 2.183 -0.512 4.599
C 1.141 -0.730 3.461
N -0.098 -1.083 3.883
C -1.112 -1.300 3.009
C -0.899 -1.117 1.632
C 0.389 -0.731 1.115
C 0.600 -0.507 -0.399
C 0.722 -1.835 -1.208
C -0.565 -2.734 -1.133
S -2.065 -1.772 -1.626
C -3.422 -2.976 -1.735
S -3.375 -4.055 -2.960
N -4.521 -3.063 -0.807
C -5.264 -1.835 -0.649
C -6.573 -1.812 -1.236
C -7.360 -0.627 -1.174
C -6.916 0.563 -0.542
C -5.619 0.546 0.056
C -4.829 -0.632 -0.031
C -4.217 -3.782 0.399
C -4.008 -3.248 1.693
C -3.664 -4.051 2.825
C -3.487 -5.460 2.691
C -3.718 -6.001 1.387
C -4.064 -5.211 0.270
C 1.446 -0.547 2.095
C 2.857 -0.167 1.667
C 3.776 -1.524 1.646
C 2.937 -2.880 1.489
O 3.807 -2.216 0.391
H 1.014 2.916 5.583
H 3.221 -0.582 4.230
H 1.957 -1.255 5.396
H -0.298 -1.201 4.875
H -2.085 -1.596 3.426
H -1.767 -1.289 0.976
H -0.290 0.086 -0.722
H 1.462 0.162 -0.597
H 1.588 -2.448 -0.867
H 0.932 -1.629 -2.284
H -0.387 -3.576 -1.840
H -0.663 -3.141 -0.102
H -6.965 -2.710 -1.747
H -8.346 -0.638 -1.670
H -7.525 1.484 -0.513
H -5.271 1.462 0.561
H -3.823 -0.589 0.421
H -4.102 -2.165 1.866
H -3.491 -3.621 3.823
H -3.202 -6.107 3.534
H -3.583 -7.081 1.212
H -4.205 -5.672 -0.719
H 3.382 0.478 2.412
H 2.938 0.252 0.651
H 4.677 -1.554 2.319
H 3.561 -3.790 1.397
H 1.928 -2.850 1.055
C 0.254 1.196 -4.022
C 1.077 2.444 -4.329
C 2.339 2.551 -3.469
C 1.977 2.617 -2.037
N 1.687 2.669 -0.921
H -0.112 1.199 -2.992
H -0.617 1.145 -4.675
H 0.845 0.288 -4.174
H 0.454 3.324 -4.179
H 1.364 2.431 -5.381
H 2.900 3.449 -3.733
H 2.988 1.687 -3.630
C 8.399 0.088 1.344
C 8.695 1.224 2.318
C 8.084 0.995 3.705
C 6.613 0.891 3.603
N 5.466 0.812 3.523
H 7.328 -0.014 1.159
H 8.877 0.279 0.383
H 8.775 -0.864 1.726
H 8.317 2.160 1.899
H 9.776 1.332 2.422
H 8.332 1.824 4.368
H 8.474 0.078 4.149
C -3.598 5.009 -4.279
C -2.895 6.157 -3.563
C -1.922 6.919 -4.469
C -0.865 6.009 -4.961
N -0.044 5.298 -5.344
H -2.888 4.253 -4.619
H -4.300 4.515 -3.606
H -4.156 5.370 -5.146
H -2.358 5.761 -2.697
H -3.645 6.854 -3.184
H -1.455 7.736 -3.917
H -2.449 7.345 -5.324
*
```

Per-atom Mulliken charges, elementary charge units: atom 1 (C): -0.086, atom 2 (C): -0.406, atom 3 (C): -0.515, atom 4 (C): -0.045, atom 5 (N): 0.186, atom 6 (C): -0.902, atom 7 (C): 0.435, atom 8 (C): 0.490, atom 9 (C): -0.073, atom 10 (C): -0.820, atom 11 (C): -0.837, atom 12 (S): -0.001, atom 13 (C): -0.169, atom 14 (S): -0.108, atom 15 (N): 0.499, atom 16 (C): -0.234, atom 17 (C): -0.502, atom 18 (C): -0.535, atom 19 (C): -0.484, atom 20 (C): -1.023, atom 21 (C): 0.624, atom 22 (C): 0.049, atom 23 (C): 0.192, atom 24 (C): -0.783, atom 25 (C): -0.636, atom 26 (C): -0.505, atom 27 (C): -0.413, atom 28 (C): 0.622, atom 29 (C): -1.181, atom 30 (C): 0.278, atom 31 (C): -0.663, atom 32 (O): -0.471, atom 33 (H): 0.376, atom 34 (H): 0.123, atom 35 (H): 0.523, atom 36 (H): 0.358, atom 37 (H): 0.402, atom 38 (H): -0.238, atom 39 (H): 0.626, atom 40 (H): -0.444, atom 41 (H): 0.344, atom 42 (H): 0.310, atom 43 (H): 0.715, atom 44 (H): 0.288, atom 45 (H): 0.440, atom 46 (H): 0.344, atom 47 (H): 0.396, atom 48 (H): 0.391, atom 49 (H): 0.211, atom 50 (H): 0.626, atom 51 (H): 0.361, atom 52 (H): 0.406, atom 53 (H): 0.347, atom 54 (H): 0.395, atom 55 (H): 0.517, atom 56 (H): 0.120, atom 57 (H): 0.404, atom 58 (H): 0.463, atom 59 (H): 0.131, atom 60 (C): -1.039, atom 61 (C): -0.238, atom 62 (C): -0.527, atom 63 (C): 0.334, atom 64 (N): -0.522, atom 65 (H): 0.206, atom 66 (H): 0.431, atom 67 (H): 0.281, atom 68 (H): 0.068, atom 69 (H): 0.415, atom 70 (H): 0.374, atom 71 (H): 0.303, atom 72 (C): -0.985, atom 73 (C): -0.429, atom 74 (C): -0.458, atom 75 (C): 0.213, atom 76 (N): -0.383, atom 77 (H): 0.202, atom 78 (H): 0.333, atom 79 (H): 0.307, atom 80 (H): 0.308, atom 81 (H): 0.316, atom 82 (H): 0.303, atom 83 (H): 0.271, atom 84 (C): -1.036, atom 85 (C): -0.425, atom 86 (C): -0.440, atom 87 (C): 0.307, atom 88 (N): -0.452, atom 89 (H): 0.269, atom 90 (H): 0.315, atom 91 (H): 0.305, atom 92 (H): 0.283, atom 93 (H): 0.314, atom 94 (H): 0.272, atom 95 (H): 0.288